DFT (wB97M-V/def2-TZVPD) results for the molecule C4H8O2 in a non-equilibrium geometry.

Computed properties:
Maximum force, eV Å⁻¹: 1.5
Electronic energy, Ha: -307.6244
Lowest unoccupied orbital energy, eV: 0.823
HOMO-LUMO gap, eV: 10.62
Energy above the lowest of the compared OMol25 structures with the same formula, charge and spin, kJ/mol: 231.1

Each line ends with the natural charge from an NBO analysis.
Geometry (Å):
O1 0.683 -0.772 -1.402  -0.74
C1 -0.694 -0.723 -1.083  -0.07
C2 -0.878 -0.179 0.336  -0.27
C3 0.349 -0.479 1.155  -0.49
C4 0.061 0.927 0.721  0.06
O2 0.864 1.516 -0.311  -0.72
H1 0.962 0.162 -1.211  0.48
H2 -1.114 -1.734 -1.156  0.18
H3 -1.193 -0.076 -1.809  0.17
H4 -1.893 -0.180 0.737  0.23
H5 0.994 -0.977 0.405  0.27
H6 0.353 -0.762 2.206  0.22
H7 -0.273 1.697 1.413  0.19
H8 1.779 1.579 -0.001  0.48

Atoms 1-6, force components in eV/Å:
-0.060 0.215 -0.691
-0.293 0.098 -0.084
0.012 0.145 -0.192
0.096 0.002 0.058
0.014 0.136 0.007
0.090 0.249 0.245

DFT (wB97M-V/def2-TZVPD) results for a structure of composition C61H51N9OP2PtS in a non-equilibrium geometry.

Computed properties:
Maximum force, eV Å⁻¹: 3.6
Electronic energy, Ha: -4122.0258
Lowest unoccupied orbital energy (spin up / spin down), eV: -13.486 / -13.488
Total charge: +4
HOMO-LUMO gap (spin up / spin down), eV: 3.66 / 3.66

Each line ends with the Mulliken charge.
Geometry (Å):
Pt1 -0.230 0.509 -0.086  4.25
C1 -4.667 0.551 -1.569  -1.02
C2 -3.282 0.373 -1.544  -0.83
N1 -2.607 0.425 -0.405  0.83
C3 -3.278 0.663 0.731  -0.03
C4 -4.658 0.932 0.666  -0.57
N2 -5.313 0.855 -0.463  -0.47
C5 -2.532 0.633 1.988  -0.72
C6 -3.159 0.454 3.216  -1.01
C7 -2.422 0.492 4.404  0.66
C8 -1.045 0.707 4.270  -0.47
C9 -0.468 0.787 3.001  -0.39
N3 -1.204 0.751 1.888  0.56
C10 0.985 0.782 2.802  -0.23
C11 1.918 1.133 3.794  -0.78
N4 3.191 0.886 3.630  -0.45
C12 3.619 0.324 2.523  -1.22
C13 2.727 0.085 1.477  -0.83
N5 1.438 0.322 1.629  1.01
C14 -3.063 0.298 5.720  0.84
C15 -2.312 0.071 6.880  -0.46
C16 -2.975 -0.050 8.097  -0.58
N6 -4.274 0.020 8.144  -0.48
C17 -5.032 0.195 7.099  -0.52
C18 -4.456 0.344 5.843  -0.65
H1 -5.247 0.459 -2.476  0.54
H2 -2.734 0.161 -2.453  0.47
H3 -5.229 1.221 1.536  0.70
H4 -4.216 0.261 3.218  0.69
H5 -0.414 0.768 5.140  0.53
H6 1.630 1.620 4.714  0.57
H7 4.664 0.066 2.464  0.57
H8 3.065 -0.324 0.537  0.72
H9 -1.239 -0.025 6.874  0.36
H10 -2.445 -0.199 9.030  0.40
H11 -6.104 0.228 7.241  0.41
H12 -5.105 0.500 5.000  0.42
C19 0.258 -3.844 -5.224  -1.69
C20 1.548 -3.528 -4.410  1.49
C21 2.717 -4.306 -5.030  -1.99
C22 1.730 -2.031 -4.512  0.87
C23 2.178 -1.391 -5.664  -0.25
C24 2.220 -0.008 -5.747  -1.82
C25 1.840 0.790 -4.670  -0.71
C26 1.427 0.192 -3.494  0.35
P1 1.181 1.114 -1.931  2.29
C27 0.679 2.720 -2.592  0.14
C28 1.570 3.742 -2.902  -0.02
C29 1.099 4.885 -3.524  -0.93
C30 -0.247 5.015 -3.836  -0.83
C31 -1.137 3.996 -3.521  -0.59
C32 -0.674 2.852 -2.904  -0.65
C33 2.912 1.320 -1.414  -0.36
C34 3.184 2.310 -0.469  0.47
C35 4.481 2.534 -0.047  -0.71
C36 5.522 1.772 -0.562  -0.93
C37 5.254 0.776 -1.490  -0.82
C38 3.956 0.539 -1.913  -0.73
C39 1.339 -1.209 -3.440  -0.95
O1 0.841 -1.684 -2.284  0.46
C40 0.826 -3.008 -2.047  -0.92
C41 0.342 -3.369 -0.781  0.21
C42 0.327 -4.704 -0.423  -0.21
C43 0.838 -5.651 -1.307  -1.53
C44 1.284 -5.286 -2.569  -0.27
C45 1.264 -3.959 -2.988  0.52
P2 -0.384 -2.083 0.306  2.26
C46 -2.092 -2.724 0.301  1.17
C47 -2.746 -2.627 -0.931  -1.11
C48 -4.031 -3.109 -1.089  -0.67
C49 -4.681 -3.687 -0.006  -0.81
C50 -4.022 -3.824 1.207  -0.89
C51 -2.726 -3.357 1.366  -0.81
C52 0.393 -2.457 1.899  0.77
C53 1.708 -2.925 1.926  -0.96
C54 2.335 -3.165 3.134  -0.90
C55 1.654 -2.960 4.325  -0.93
C56 0.357 -2.472 4.305  -0.62
C57 -0.263 -2.193 3.100  -1.04
H13 0.402 -3.543 -6.258  0.47
H14 -0.595 -3.301 -4.819  0.33
H15 0.047 -4.909 -5.192  0.46
H16 2.873 -4.009 -6.061  0.47
H17 2.509 -5.371 -5.038  0.50
H18 3.635 -4.133 -4.474  0.42
H19 2.501 -1.975 -6.511  0.51
H20 2.574 0.458 -6.654  0.45
H21 1.884 1.865 -4.750  0.60
H22 2.621 3.642 -2.674  0.63
H23 1.793 5.668 -3.785  0.56
H24 -0.597 5.906 -4.335  0.50
H25 -2.182 4.093 -3.776  0.52
H26 -1.345 2.037 -2.649  0.54
H27 2.365 2.897 -0.076  -0.25
H28 4.691 3.311 0.670  0.58
H29 6.537 1.959 -0.249  0.50
H30 6.060 0.188 -1.902  0.53
H31 3.763 -0.231 -2.646  0.51
H32 -0.070 -5.001 0.536  0.67
H33 0.858 -6.689 -1.011  0.48
H34 1.641 -6.058 -3.231  0.48
H35 -2.220 -2.187 -1.769  0.46
H36 -4.524 -3.060 -2.048  0.56
H37 -5.690 -4.052 -0.115  0.49
H38 -4.516 -4.316 2.033  0.56
H39 -2.220 -3.524 2.303  0.59
H40 2.233 -3.118 1.000  0.60
H41 3.354 -3.519 3.149  0.57
H42 2.135 -3.184 5.264  0.51
H43 -0.176 -2.322 5.232  0.62
H44 -1.268 -1.796 3.089  0.37
C58 2.341 6.248 0.125  -1.06
C59 1.628 5.480 1.248  -0.64
C60 0.468 4.703 0.757  0.25
N7 0.409 3.427 0.573  -0.49
N8 -0.759 2.977 0.100  0.34
C61 -1.639 3.932 -0.083  -0.17
N9 -2.903 3.765 -0.516  -0.14
S1 -1.028 5.513 0.347  -0.06
H45 3.118 6.870 0.563  0.43
H46 1.652 6.903 -0.402  0.41
H47 2.802 5.570 -0.591  0.16
H48 1.270 6.213 1.975  0.51
H49 2.334 4.812 1.742  0.18
H50 -3.104 2.989 -1.123  0.00
H51 -3.450 4.597 -0.681  0.30

Atoms 1-6, force components in eV/Å:
-1.375 0.277 3.306
0.589 -0.088 0.062
-0.243 -0.103 -0.719
1.450 0.402 -0.216
-0.362 -0.037 -0.005
0.812 -0.275 0.254

The highest electronic energy belongs to which entry?
C4H8O2

Which value of maximum force does entry 1 give?
1.5 eV Å⁻¹

maximum force of number 2 (C61H51N9OP2PtS)?
3.6 eV Å⁻¹